A structure of composition C27H44BrIrNOP2. Source: OMol25; level of theory: ωB97M-V/def2-TZVPD.

* energy relative to the best compared isomer or geometry (same formula, charge and spin): 41.0 kcal per mole
* <S²>: 8.795
* net charge: +4
* total energy: -4544.31345 a.u.
* spin multiplicity: 6
* gap between HOMO and LUMO (spin up / spin down): 7.14 / 5.39 eV

Geometry as XYZ:
```
77
C27H44BrIrNOP2 | OMol25 | ωB97M-V/def2-TZVPD
Ir -0.86849 0.50219 -2.26089
Br -0.25010 -1.05830 2.60965
P 1.82493 -0.96317 0.66147
P -1.22124 -1.36492 -1.16641
O -2.37188 0.69114 3.73581
N -0.29093 6.04169 -4.78075
C -0.51861 1.00049 5.50607
C 4.24285 -0.27157 2.02428
C -2.66045 1.48558 1.58646
C 2.79269 0.15480 1.74903
C 0.02805 6.16294 -3.51078
C -1.72415 1.27499 2.60607
C -1.83137 0.37390 5.20894
C 2.58058 -2.62721 0.93231
C -3.18846 -2.56282 0.39128
C -1.04169 -4.25158 -0.98248
C -0.74716 1.79947 0.18057
C -2.32519 -2.45435 -3.27244
C 3.34078 0.77797 -1.16257
C -0.33819 -2.92731 -0.78699
C -0.28024 1.96156 -1.20235
C -2.21620 -1.42784 0.35520
C 2.40315 -0.41806 -1.01820
C -0.13327 2.49775 -2.35661
C -0.29992 3.66666 -4.58249
C -0.46744 4.84664 -5.31309
C 0.21964 5.04260 -2.66602
C -0.00290 3.72923 -3.19305
C -2.16309 1.74552 0.31839
C 3.68251 -3.07617 -0.03067
C -2.44602 -1.12142 -2.53862
C 0.14034 1.77971 1.24729
C -0.37683 1.56021 2.51735
H -1.50744 -1.49908 1.22994
H 2.92291 -2.65186 1.97442
H -3.74481 1.38456 1.72952
H 4.26136 0.68232 -0.58523
H -2.67731 0.80315 5.74362
H 3.62751 0.86046 -2.21486
H -3.21464 0.34149 3.42405
H -1.72030 -4.27617 -1.81491
H -1.59295 -4.59169 -0.10705
H 2.24103 0.19488 2.69555
H 0.25085 1.61711 3.39738
H 4.77780 0.52667 2.56214
H -0.46534 2.04972 5.21493
H 4.80965 -0.48769 1.10574
H 4.20355 -3.96444 0.34692
H 0.59188 -2.86949 -1.35182
H 2.84417 -1.29132 -1.52739
H -3.46994 -0.94084 -2.19526
H -2.72003 -0.47064 0.45846
H -0.75362 4.79723 -6.36002
H -2.62681 -2.27114 -4.29816
H -0.29305 0.95498 6.57787
H -3.84862 -2.39707 1.24487
H 2.84890 1.72078 -0.91489
H 0.49013 5.19996 -1.62195
H -0.07358 -2.79844 0.27460
H 1.16469 2.06362 1.16358
H 1.74577 -3.34053 0.88552
H -3.72268 -2.57100 -0.55376
H 1.44702 -0.19336 -1.56869
H 4.45657 -2.32000 -0.20269
H 3.26449 -3.35444 -1.00481
H -2.12659 -0.28964 -3.27116
H -1.28325 -2.80545 -3.30433
H -2.83897 1.83008 -0.52115
H 4.24603 -1.15143 2.68285
H -2.73045 -3.53052 0.56231
H 0.14187 7.16440 -3.10640
H -1.81577 -0.70317 5.18596
H -0.43418 2.68827 -5.06378
H 0.32587 0.45394 5.05442
H 2.75093 1.16043 1.31576
H -0.31087 -5.02289 -1.17905
H -2.93342 -3.27207 -2.86881
```

Results of the Mulliken charge analysis, in e, for atoms 1 through 6: atom 1 (Ir): 0.092, atom 2 (Br): -0.269, atom 3 (P): 0.871, atom 4 (P): 0.710, atom 5 (O): -0.127, atom 6 (N): 0.102